Entry from the Open Molecules 2025 dataset: 3 unconnected molecules or ions with the total composition C9H23O7P (ωB97M-V/def2-TZVPD).

Structure (ORCA input):
```
! wB97M-V def2-TZVPD RIJCOSX def2/J DEFGRID3
* xyz 0 1
C 5.34329 0.31525 4.79913
P 3.50961 0.21912 4.39464
O 1.82985 0.14758 3.93514
H 5.61378 1.27011 5.25126
H 5.93140 0.18331 3.88847
H 5.62240 -0.48335 5.48874
H 3.65655 0.97725 3.22861
H 3.56550 -1.18332 4.37515
H 3.16239 0.84887 5.59627
H 1.40392 -0.63115 4.31638
C -1.53039 2.64806 -1.81299
C -2.30030 3.45226 -0.79091
O -2.58195 2.68518 0.39327
C -1.55263 2.52043 1.22506
O -0.45211 2.98960 1.08740
O -1.94877 1.74478 2.22807
C -0.92384 1.43658 3.18780
H -2.06882 1.73004 -2.05355
H -1.40451 3.22639 -2.72848
H -0.54352 2.38587 -1.43471
H -3.28497 3.72599 -1.16457
H -1.76763 4.36133 -0.51208
H -0.47933 2.34959 3.57631
H -0.14504 0.82337 2.74193
H -1.43599 0.89679 3.97837
C -1.12488 -1.79930 -1.31812
C -0.04840 -1.71178 -2.37507
O -0.09698 -2.82101 -3.29172
C -1.05002 -2.74979 -4.21631
O -1.82306 -1.84077 -4.37546
O -1.01113 -3.86636 -4.94275
C -2.00054 -3.93527 -5.97514
H -1.05761 -2.74694 -0.78246
H -1.01001 -0.98638 -0.60023
H -2.11641 -1.72272 -1.76200
H 0.94038 -1.78230 -1.92632
H -0.10897 -0.78048 -2.93745
H -1.93136 -3.06931 -6.62988
H -2.99842 -3.97940 -5.54216
H -1.78150 -4.84811 -6.51963
*
```

Properties
SMILES string = CCOC(=O)OC.CCOC(=O)OC.C[PH3]O
DFT total energy = -1224.72001 a.u.

These are the Löwdin partial charges, in e, on atoms 1 to 8: C -0.352; P 0.703; O -0.434; H 0.022; H 0.021; H 0.020; H 0.023; H 0.016

Entry from the Open Molecules 2025 dataset: a molecular structure, C9H24As5F30N3O3 (ωB97M-V/def2-TZVPD).

Structure (ORCA input):
```
! wB97M-V def2-TZVPD RIJCOSX def2/J DEFGRID3
* xyz -2 1
C -5.46937 27.65846 -9.91845
C -6.16164 27.86818 -8.63215
O -6.34980 28.91706 -8.09033
N -6.74288 26.71195 -7.89702
H -7.74056 26.63702 -8.19629
H -6.26391 25.85040 -8.17894
C -6.66263 26.87490 -6.41947
H -4.40712 27.47859 -9.71649
H -5.58927 28.51375 -10.57517
H -5.78947 26.78725 -10.49120
H -6.95181 26.02376 -5.81244
H -7.30685 27.72032 -6.19062
H -5.67795 27.18940 -6.07583
C -7.24342 32.75217 -3.76884
C -5.94455 32.69298 -4.46765
O -5.00934 33.41226 -4.37713
N -5.84829 31.61995 -5.54836
H -4.84804 31.42609 -5.62797
H -6.33613 30.76293 -5.26658
C -6.38545 32.09495 -6.85713
H -8.04100 32.77135 -4.51853
H -7.37179 33.67489 -3.20953
H -7.40710 31.91175 -3.09272
H -5.68459 32.78455 -7.32104
H -7.40216 32.46800 -6.79912
H -6.40131 31.26072 -7.56782
C -2.16115 32.19160 -15.65367
C -2.95299 31.33101 -14.71809
O -3.99400 30.83308 -14.94608
N -2.20010 30.97812 -13.45204
H -1.81948 30.00764 -13.55412
H -1.32692 31.50574 -13.43787
C -2.97762 31.05502 -12.18604
H -1.93459 33.11931 -15.11546
H -2.68534 32.43801 -16.56703
H -1.21581 31.67395 -15.83586
H -3.50615 32.00584 -12.11872
H -2.33062 30.89911 -11.32954
H -3.79320 30.33422 -12.16075
As -7.62532 30.08149 -12.55102
F -7.71780 30.46173 -14.24772
F -6.20190 31.18516 -12.39340
F -7.51214 29.79392 -10.83014
F -9.00612 29.06568 -12.68795
F -6.53329 28.77516 -12.84559
F -8.58746 31.50268 -12.22582
As -1.03317 27.35239 -13.01476
F -0.79185 26.17980 -11.77945
F -2.38801 27.98432 -12.12038
F -1.32208 28.64264 -14.25419
F 0.39090 26.91266 -13.88724
F -2.02317 26.29920 -13.95213
F -0.03072 28.56196 -12.19599
As -7.99525 25.40973 -2.74607
F -8.71945 26.98815 -2.68744
F -8.45871 25.16700 -4.41627
F -7.33844 23.79322 -2.86520
F -7.52503 25.53080 -1.06874
F -9.51680 24.70486 -2.21044
F -6.48658 26.16811 -3.19367
As -10.71621 27.15889 -8.33337
F -12.15978 27.74356 -7.56256
F -10.89951 25.63435 -7.53735
F -9.17355 26.63113 -9.03829
F -10.55840 28.66629 -9.18162
F -9.69686 27.75317 -7.02034
F -11.66974 26.55891 -9.66084
As -3.82445 23.89324 -8.38230
F -2.10338 23.70292 -8.50537
F -3.65539 25.63840 -8.16723
F -5.57343 24.11303 -8.20738
F -3.98192 22.15934 -8.45012
F -3.76533 23.74337 -6.64431
F -3.97361 24.13013 -10.08267
*
```

Properties
DFT total energy = -14922.90673 a.u.
Energy above the lowest of the compared OMol25 structures with the same formula, charge and spin = 0.00 kcal/mol

These are the Löwdin partial charges, in e, on atoms 1 to 8: C 0.031; C -0.389; O 0.098; N 0.108; H 0.128; H 0.120; C -0.007; H 0.097

Entry from the Open Molecules 2025 dataset: a molecular structure, C9H24AsO (ωB97M-V/def2-TZVPD).

Structure (ORCA input):
```
! wB97M-V def2-TZVPD RIJCOSX def2/J DEFGRID3
* xyz -1 1
C -2.65590 1.85543 1.73870
C -1.92616 0.55491 2.06653
C -1.02229 0.07739 0.91094
C -1.60856 -1.05596 0.07774
C -1.59456 -2.38193 0.81537
As -0.80285 -1.24857 -1.82995
C 1.08189 -0.54581 -1.35575
C 1.30860 0.92899 -1.64862
C 2.42389 1.58578 -0.84505
O 3.60729 0.78962 -0.79099
C 4.01553 0.44768 0.50496
H -3.06157 1.80789 0.72430
H -3.48363 2.05588 2.42405
H -1.97525 2.70950 1.77229
H -1.34036 0.68820 2.98256
H -2.66520 -0.22044 2.28839
H -0.83465 0.93265 0.24917
H -0.05144 -0.23353 1.31070
H -2.65005 -0.79562 -0.15858
H -1.86718 -3.19500 0.13505
H -0.59454 -2.60423 1.20238
H -2.29725 -2.41370 1.65781
H -0.26755 -2.72871 -1.48309
H -2.23671 -1.85224 -2.26539
H -1.32626 0.25821 -2.12809
H -0.30932 -1.40423 -3.35057
H 1.73743 -1.15418 -1.98214
H 1.31521 -0.79408 -0.31378
H 1.49459 1.06906 -2.71731
H 0.38883 1.48991 -1.43826
H 2.70462 2.55184 -1.28407
H 2.06958 1.78390 0.17504
H 3.26202 -0.15502 1.02770
H 4.23157 1.33695 1.11622
H 4.93023 -0.14054 0.41171
*
```

Properties
DFT total energy = -2668.15041 a.u.

These are the Löwdin partial charges, in e, on atoms 1 to 8: C -0.132; C -0.271; C -0.273; C -0.569; C -0.191; As 0.553; C -0.408; C -0.292